The following is a quantum chemistry calculation of one molecule with the formula C11H12N2O in a non-equilibrium geometry, from the OMol25 dataset.

The HOMO energy is -7.58 eV. The SMILES is [H]/N=C/Oc1c(C)c2ccccc2n1C. For the energy above the lowest of the compared OMol25 structures with the same formula, charge and spin, the calculation gives 364.6 kJ/mol. Its lowest unoccupied orbital energy is 0.883 eV. The calculation puts the orbital gap at 8.47 eV.

Structure (XYZ):
```
26
Properties=species:S:1:pos:R:3:mulliken_charge:R:1
C -3.2853 0.9766 0.3921 -0.685
C -3.4467 -0.3744 0.1675 -0.435
C -1.9543 1.4936 0.4787 -0.220
C -2.2920 -1.2017 -0.0347 -0.536
C -0.7787 0.7303 0.2816 0.602
C -0.9959 -0.6655 0.0422 0.028
C 1.1926 -0.4108 0.2893 0.099
C 3.0712 0.0974 -0.6648 0.182
C 0.7000 0.8590 0.4743 0.621
C 1.1779 2.1767 0.9204 -1.460
C 0.5932 -2.5751 -0.4922 -1.121
N 3.2763 -0.2669 -1.8484 -0.644
N 0.2763 -1.3032 -0.0192 0.182
O 2.5133 -0.6649 0.2088 -0.461
H -4.1456 1.6804 0.4744 0.326
H -4.3949 -0.9369 0.0519 0.326
H -1.8462 2.5234 0.9200 0.254
H -2.4254 -2.2885 -0.2507 0.272
H 3.8279 0.8889 -0.1734 0.299
H 2.2730 2.3862 1.1353 0.314
H 0.6559 2.3136 1.9170 0.302
H 0.7243 2.8913 0.3352 0.433
H 1.5809 -2.8449 -0.3905 0.429
H 0.0435 -3.3306 0.0049 0.388
H 0.3280 -2.6235 -1.6884 0.265
H 3.3306 0.4693 -2.5312 0.240
```